Record 1
Molecular formula: C18H21FNO2S3SbV
Method: DFT, ωB97M-V/def2-TZVPD

Element x y z (Å)
V  0.56810  -0.86546  0.26214
C  2.49840  -0.67204  -3.67513
C  3.03562  -0.05706  -2.38275
C  4.32801  0.71432  -2.67590
C  3.29427  -1.09675  -1.31132
C  3.96136  -2.26812  -1.63626
C  4.25861  -3.21250  -0.66849
C  3.95084  -2.98599  0.66005
C  3.29790  -1.82440  1.06597
C  3.13649  -1.60651  2.56952
C  3.78523  -0.31621  3.06408
C  1.72029  -1.73836  3.11981
C  2.93188  -0.91097  0.04408
N  2.03070  0.17332  0.36516
C  2.41154  1.52010  0.44590
C  3.74670  1.91920  0.49606
C  4.05280  3.26653  0.55314
C  3.03695  4.21701  0.56247
C  1.70776  3.83264  0.51261
C  1.41252  2.48651  0.45721
F  0.13554  2.06488  0.41149
H  2.16819  0.11809  -4.35030
H  1.65935  -1.34215  -3.49266
H  3.27070  -1.23601  -4.19961
H  2.29448  0.65262  -2.00783
H  5.09259  0.03761  -3.06147
H  4.72727  1.20973  -1.79191
H  4.14230  1.47620  -3.43360
H  4.24469  -2.45173  -2.66345
H  4.76180  -4.12849  -0.95022
H  4.23655  -3.71208  1.40996
H  3.70474  -2.43125  3.00661
H  3.19958  0.56628  2.80575
H  4.79324  -0.18835  2.66771
H  3.85903  -0.34424  4.15171
H  1.08579  -0.88784  2.85289
H  1.75042  -1.72733  4.21067
H  1.23227  -2.66305  2.81420
H  4.52649  1.17044  0.49103
H  5.08753  3.57690  0.59172
H  3.28010  5.26938  0.61072
H  0.89706  4.54835  0.51880
S  -0.97005  -1.87065  -2.95193
Sb  -2.03104  -2.25578  -0.71756
S  -0.75611  -0.28164  -1.58611
S  0.24654  -2.99373  -0.02670
O  -0.78819  -0.44184  1.17392
O  -2.01223  -1.06413  1.11332

**E_HOMO**: -0.4319 Eh
**Charge**: +1
**Energy above the lowest of the compared OMol25 structures with the same formula, charge and spin**: 0.0000 eV
**Multiplicity**: 1
**LUMO**: -5.186 eV



Record 2
Molecular formula: C18H21N3O2
Method: DFT, ωB97M-V/def2-TZVPD

Element x y z (Å)
C  5.49421  2.06844  -0.05563
O  4.90015  0.84797  -0.02388
C  5.48488  -0.10004  -0.78815
C  4.56717  -1.50686  -0.61980
C  4.40520  -1.84946  0.90207
C  2.94433  -1.44466  1.13783
N  2.13294  -1.79289  0.21776
C  0.83588  -1.19291  -0.10812
C  0.52941  0.29079  -0.02557
C  1.48794  1.17321  0.02410
N  0.71207  2.60237  0.06666
N  -0.52855  2.39829  0.14317
C  -0.64276  0.81207  0.05397
C  -2.07868  0.28801  0.13351
C  -2.43689  -1.12545  -0.00635
C  -3.93102  -0.92796  -0.00735
C  -4.83369  -1.68807  -0.21658
C  -6.25900  -1.26791  -0.04570
C  -6.54548  0.04907  -0.20217
C  -5.60088  1.08251  0.10856
C  -4.19128  0.61862  0.01984
O  -3.10308  1.27335  0.19573
C  3.00514  -1.39658  -1.02981
H  6.33260  2.04653  0.47074
H  4.80701  2.75833  0.48779
H  5.42977  2.26405  -1.15759
H  6.24405  -0.23385  -0.32372
H  5.44844  0.00738  -1.66815
H  5.05264  -2.42813  -1.31617
H  5.12156  -1.56744  1.48287
H  4.40249  -3.04032  0.97105
H  2.58696  -1.79823  2.12124
H  3.02536  -0.35449  1.38399
H  0.44600  -1.64909  -0.83624
H  0.35242  -1.57668  0.80899
H  2.55726  1.44033  0.20054
H  -1.18843  2.89926  0.01056
H  -1.96770  -1.89426  0.02750
H  -4.69552  -2.69206  -0.22457
H  -7.04533  -2.19321  -0.21447
H  -7.44126  0.41197  -0.13200
H  -5.68518  2.21653  -0.24876
H  2.82963  -1.96531  -1.64585
H  2.87417  -0.23627  -1.40717

**E_HOMO**: -0.2747 Eh
**SMILES string**: COC[C@H]1CCN(Cc2cn[nH]c2-c2cc3ccccc3o2)C1
**Energy above the lowest of the compared OMol25 structures with the same formula, charge and spin**: 20.6161 eV
**Multiplicity**: 1
**LUMO**: 0.459 eV



Record 3
Molecular formula: C18H21N3O2S
Method: DFT, ωB97M-V/def2-TZVPD

Element x y z (Å)
C  -1.72883  -0.28098  -1.72672
C  -0.80850  -1.33777  -1.15580
C  0.71797  -1.06698  -1.55157
C  0.91854  -0.65306  -3.04753
C  2.36963  -0.78023  -3.34274
C  2.45222  -1.24645  -4.87157
C  3.66248  -2.09530  -5.06377
C  2.68763  0.05848  -5.61571
O  1.22563  -1.83623  -5.11824
C  0.34000  -1.50705  -4.25831
O  -0.83296  -1.70308  -4.42314
N  -0.96807  -1.49333  0.19618
N  -0.53344  -0.54453  0.95174
C  -0.89567  -0.64142  2.35318
N  -1.24231  0.44033  2.91641
C  -1.56846  0.29093  4.23073
C  -1.92292  1.50543  5.07106
C  -2.22440  2.75230  4.53013
C  -2.34854  3.81124  5.35830
C  -2.23024  3.63541  6.69625
C  -2.06832  2.42210  7.31682
C  -1.90351  1.30151  6.43904
C  -1.47193  -0.99323  4.67062
S  -1.06104  -2.09006  3.33197
H  -2.64573  -0.58358  -1.32898
H  -1.59085  0.70963  -1.24783
H  -1.72029  -0.22342  -2.77983
H  -1.16003  -2.38232  -1.45731
H  1.15451  -0.22930  -0.92213
H  1.32981  -1.95325  -1.43181
H  0.63781  0.42020  -3.12440
H  3.01217  0.15592  -3.07232
H  2.79218  -1.53254  -2.72939
H  3.32226  -3.08878  -4.73780
H  4.40781  -1.77478  -4.38867
H  4.14253  -2.27609  -6.12810
H  2.01864  0.87384  -5.25264
H  3.58063  0.51753  -5.27455
H  2.60170  -0.06298  -6.67354
H  -2.26493  2.79992  3.43379
H  -2.62355  4.80249  4.94065
H  -2.24769  4.55796  7.28063
H  -2.11846  2.23515  8.40681
H  -1.58700  0.35468  6.87557
H  -1.60649  -1.26834  5.72452

**E_HOMO**: -0.3129 Eh
**SMILES string**: C[C@@H](C[C@H]1CC(C)(C)OC1=O)/N=N/c1nc(-c2ccccc2)cs1
**Energy above the lowest of the compared OMol25 structures with the same formula, charge and spin**: 4.8228 eV
**Multiplicity**: 1
**LUMO**: -0.236 eV



Record 4
Molecular formula: C18H21N3O4S
Method: DFT, ωB97M-V/def2-TZVPD

Element x y z (Å)
C  -2.94966  -2.54649  -3.59416
C  -2.12266  -1.32562  -3.37787
C  -1.07614  -1.36388  -2.46281
C  -0.26500  -0.26622  -2.21157
C  0.82300  -0.43836  -1.19834
O  1.38062  -1.50258  -1.02728
N  1.12280  0.67879  -0.49360
C  2.01940  0.65184  0.63522
C  1.28874  1.09669  1.92390
C  0.06807  0.25902  2.16596
C  -1.15056  0.70852  2.57695
C  -2.10827  -0.31947  2.71277
C  -1.60423  -1.53890  2.39819
S  0.04637  -1.45817  1.93465
N  2.12117  1.14082  3.11599
C  2.83766  -0.07778  3.44753
C  3.37174  0.06163  4.87422
O  4.23235  1.17105  4.98932
C  3.56586  2.35358  4.62172
C  3.02816  2.26979  3.19043
C  -0.46880  0.91663  -2.91955
C  -1.48819  0.97971  -3.84299
C  -2.31854  -0.11855  -4.06227
N  -3.36965  0.05706  -5.03225
O  -3.27005  0.99646  -5.79541
O  -4.29761  -0.72353  -5.03389
H  -3.95392  -2.39720  -3.19965
H  -2.49584  -3.39924  -3.09630
H  -3.06074  -2.76609  -4.65431
H  -0.87066  -2.27534  -1.92126
H  0.56548  1.50899  -0.61850
H  2.87281  1.31329  0.44976
H  2.37317  -0.37778  0.72586
H  0.93641  2.12762  1.77251
H  -1.35840  1.74443  2.77869
H  -3.12319  -0.15339  3.02617
H  -2.09887  -2.48966  2.41044
H  2.15891  -0.92862  3.39506
H  3.68877  -0.25174  2.76859
H  3.96039  -0.81309  5.15420
H  2.52364  0.17351  5.56597
H  4.29542  3.15995  4.71417
H  2.72432  2.53711  5.30659
H  2.48664  3.18799  2.95352
H  3.88070  2.16593  2.49742
H  0.17702  1.76960  -2.77727
H  -1.66835  1.87910  -4.41259

**E_HOMO**: -0.3204 Eh
**SMILES string**: Cc1cc(C(=O)NC[C@@H](c2cccs2)N2CCOCC2)ccc1[N+](=O)[O-]
**Energy above the lowest of the compared OMol25 structures with the same formula, charge and spin**: 4.6723 eV
**Multiplicity**: 1
**LUMO**: -0.658 eV



Record 5
Molecular formula: C18H21N5O2
Method: DFT, ωB97M-V/def2-TZVPD

Element x y z (Å)
C  -3.10922  -3.45148  -1.89572
C  -3.47426  -3.81942  -0.68266
C  -2.79319  -3.42470  0.59687
N  -1.54160  -2.72010  0.42748
C  -1.56818  -1.37763  0.23382
N  -2.60314  -0.60925  0.55161
C  -2.19713  0.64629  0.27140
C  -0.90014  0.65598  -0.22326
C  -0.26275  1.85650  -0.63955
O  0.84421  2.01113  -1.12366
N  -1.10769  2.94890  -0.42473
C  -2.39463  2.99437  0.07382
O  -2.99508  4.03993  0.18426
N  -2.93611  1.77837  0.42828
C  -4.28173  1.70169  0.94991
N  -0.50756  -0.67739  -0.24366
C  0.78986  -1.19396  -0.60407
C  1.57533  -1.65738  0.62924
C  2.29384  -0.49532  1.33225
C  3.60938  -0.19388  0.66689
C  3.73597  0.83415  -0.25734
C  4.95007  1.06930  -0.88086
C  6.05018  0.28273  -0.58836
C  5.93253  -0.74401  0.33352
C  4.71988  -0.97950  0.95455
H  -3.65058  -3.76796  -2.76980
H  -2.26499  -2.80585  -2.07651
H  -4.33693  -4.45553  -0.53947
H  -2.59951  -4.32034  1.19705
H  -3.45355  -2.76292  1.16395
H  -0.83923  -3.22181  -0.09813
H  -0.73142  3.85110  -0.69365
H  -4.26227  1.30564  1.96522
H  -4.87930  1.03918  0.32436
H  -4.69625  2.70775  0.94545
H  0.65357  -2.02837  -1.30321
H  1.32987  -0.39696  -1.11848
H  2.31588  -2.39826  0.32202
H  0.88360  -2.13777  1.32514
H  2.47460  -0.77076  2.37359
H  1.65405  0.38805  1.32066
H  2.88546  1.45498  -0.49468
H  5.03425  1.87249  -1.59797
H  6.99726  0.46885  -1.07361
H  6.78795  -1.36045  0.57050
H  4.63323  -1.77998  1.67706

**E_HOMO**: -0.2905 Eh
**SMILES string**: C=CCNc1nc2c(c(=O)[nH]c(=O)n2C)n1CCCc1ccccc1
**Energy above the lowest of the compared OMol25 structures with the same formula, charge and spin**: 0.5758 eV
**Multiplicity**: 1
**LUMO**: 0.610 eV



Record 6
Molecular formula: C18H21N5O2Tc
Method: DFT, ωB97M-V/def2-TZVPD

Element x y z (Å)
N  -0.79000  -0.96616  -4.25645
C  -1.53979  -0.10651  -4.48548
C  -2.47555  0.98146  -4.74810
H  -2.60360  1.09151  -5.83385
H  -2.08996  1.92098  -4.31397
H  -3.45566  0.76311  -4.30301
N  -0.37353  2.29366  3.48628
C  -0.85240  3.00933  4.26346
C  -1.43898  3.86366  5.28388
H  -1.66671  4.84863  4.84630
H  -0.72808  3.96275  6.11858
H  -2.36121  3.40529  5.66263
N  3.39448  -2.15675  -0.60994
C  4.16481  -2.72857  0.05372
C  5.16844  -3.46706  0.80442
H  4.75701  -3.79540  1.76517
H  6.03655  -2.82606  0.98180
H  5.47798  -4.34204  0.21705
Tc  -0.42628  0.91656  0.37138
C  0.31612  -0.10201  1.81943
O  0.76928  -0.79027  2.64145
C  -2.30637  1.20054  0.55597
O  -3.46040  1.39116  0.59712
C  0.19448  2.43128  -0.88751
C  1.07270  1.42890  -1.39843
C  2.08487  0.90935  -0.59073
C  2.39935  1.51477  0.62835
C  1.62703  2.54618  1.12377
C  0.41326  2.88299  0.46711
H  -0.57895  2.89021  -1.51074
H  0.93033  1.07777  -2.41525
H  2.66746  0.05099  -0.91838
H  3.30894  1.22264  1.15453
H  1.91629  3.07941  2.02887
H  -0.14204  3.77017  0.81051
C  -3.10966  -1.65886  -1.34522
C  -1.87668  -2.27344  -0.83699
N  -0.88022  -1.72772  -0.14013
C  0.02510  -2.74810  0.11576
C  -0.44155  -3.91277  -0.43142
N  -1.63601  -3.59642  -1.03280
H  -3.12771  -1.74063  -2.43814
H  -3.98090  -2.17803  -0.91846
H  -3.10341  -0.60829  -1.04945
H  0.97312  -2.60329  0.62058
H  -0.00566  -4.89239  -0.41593
H  -2.24627  -4.23254  -1.53776

**E_HOMO (alpha / beta)**: -0.7992 / -0.7990 Eh
**Charge**: +4
**Energy above the lowest of the compared OMol25 structures with the same formula, charge and spin**: 1.1229 eV
**Multiplicity**: 4
**LUMO (alpha / beta)**: -17.037 / -17.307 eV



Record 7
Molecular formula: C18H21NO
Method: DFT, ωB97M-V/def2-TZVPD

Element x y z (Å)
C  -2.04456  -1.04784  -2.86580
C  -0.67372  -0.35986  -2.87691
C  -0.64037  1.05316  -2.40210
C  -1.30677  1.62802  -1.32555
N  -0.48706  2.56204  -0.75690
C  0.66706  2.75260  -1.48031
C  1.80003  3.49541  -1.17922
C  2.81278  3.48218  -2.11808
C  2.69920  2.72614  -3.30545
C  1.55621  1.98435  -3.51134
C  0.48681  1.92383  -2.60439
H  -2.50242  -0.90030  -1.88861
H  -1.90689  -2.12831  -2.83306
H  -2.62169  -0.63995  -3.68772
H  -0.05133  -0.83708  -2.10670
H  -0.12552  -0.48042  -3.80720
H  -2.32556  1.50068  -1.04203
H  -0.69573  3.12713  0.04468
H  1.90038  3.98933  -0.22182
H  3.65698  4.14759  -2.00453
H  3.45780  2.62872  -4.05441
H  1.47022  1.34518  -4.38949
C  2.62360  -2.55656  2.45857
C  1.69401  -1.72203  1.47752
C  0.28579  -1.83559  2.01271
C  -0.37224  -3.05694  1.95754
C  -1.56363  -3.21489  2.68950
C  -2.08686  -2.10462  3.32248
O  -3.34039  -2.28754  3.90154
C  -1.51017  -0.83897  3.21530
C  -0.32856  -0.70011  2.51852
H  2.38788  -3.57520  2.13022
H  2.31430  -2.50005  3.49812
H  3.65883  -2.36558  2.20128
H  2.11303  -0.72062  1.56836
H  1.86690  -2.21253  0.52457
H  0.16616  -3.91780  1.58720
H  -1.97435  -4.21322  2.67570
H  -3.26424  -2.14602  4.81224
H  -2.17351  -0.11312  3.66322
H  0.09486  0.29721  2.49631

**E_HOMO**: -0.2758 Eh
**SMILES string**: CCc1c[nH]c2ccccc12.CCc1ccc(O)cc1
**Energy above the lowest of the compared OMol25 structures with the same formula, charge and spin**: 2.6800 eV
**Multiplicity**: 1
**LUMO**: 0.673 eV



Record 8
Molecular formula: C18H21NO2S
Method: DFT, ωB97M-V/def2-TZVPD

Element x y z (Å)
C  -1.70145  -1.46881  2.41857
O  -1.82045  -1.83596  1.06422
C  -0.68915  -1.91831  0.31752
C  -0.86758  -2.23409  -1.03226
C  0.22124  -2.32387  -1.87175
C  1.50436  -2.11070  -1.38831
C  1.69415  -1.82309  -0.04602
C  3.06490  -1.55869  0.52051
C  3.06932  -0.09602  0.95113
O  2.85845  0.26369  2.08696
N  3.27329  0.76214  -0.07462
C  3.02573  2.17891  0.04314
C  2.06228  2.67183  -1.03780
C  0.75924  1.88492  -1.08771
S  -0.14983  2.04591  0.49154
C  -1.75111  1.39696  0.11678
C  -2.71613  1.54813  1.10999
C  -3.99046  1.05507  0.92080
C  -4.32072  0.41338  -0.26249
C  -3.36284  0.26818  -1.24839
C  -2.07835  0.75138  -1.06616
C  0.59634  -1.71895  0.80198
H  -1.15639  -2.22613  2.99140
H  -1.20513  -0.50054  2.52959
H  -2.72122  -1.39564  2.79239
H  -1.87080  -2.39779  -1.39091
H  0.07440  -2.56136  -2.91531
H  2.35218  -2.18751  -2.05454
H  3.84124  -1.75495  -0.21922
H  3.23726  -2.17721  1.40168
H  3.42814  0.39689  -1.00113
H  3.96704  2.73670  -0.02788
H  2.60069  2.33531  1.03795
H  2.54308  2.59314  -2.01776
H  1.84441  3.72450  -0.85151
H  0.11858  2.28319  -1.87476
H  0.94370  0.82258  -1.25848
H  -2.44887  2.05235  2.02689
H  -4.72979  1.17327  1.69930
H  -5.31742  0.02678  -0.41209
H  -3.60891  -0.23189  -2.17389
H  -1.34717  0.60380  -1.84470
H  0.77372  -1.46747  1.83533

**E_HOMO**: -0.2927 Eh
**SMILES string**: COc1cccc(CC(=O)NCCCSc2ccccc2)c1
**Energy above the lowest of the compared OMol25 structures with the same formula, charge and spin**: 0.6725 eV
**Multiplicity**: 1
**LUMO**: 0.702 eV



- Among the records above, which one has the highest multiplicity?
  C18H21N5O2Tc



- Look up the energy above the lowest of the compared OMol25 structures with the same formula, charge and spin of the fifth one.
  0.5758 eV



- What is the formula in the sixth record?
  C18H21N5O2Tc